{
  "formula": "C20H23N3O",
  "method": "wB97M-V/def2-TZVPD",
  "species": ["C", "N", "C", "C", "C", "C", "O", "C", "C", "C", "C", "N", "C", "C", "N", "C", "C", "C", "C", "C", "C", "C", "C", "C", "H", "H", "H", "H", "H", "H", "H", "H", "H", "H", "H", "H", "H", "H", "H", "H", "H", "H", "H", "H", "H", "H", "H"],
  "coordinates": [[2.0971, -0.7321, 2.5197], [0.8318, -0.3891, 3.2205], [0.6876, -0.9017, 4.5822], [-0.1768, 0.3630, 2.6220], [-0.6534, 0.2372, 1.3270], [-0.2125, -0.8660, 0.4473], [-0.0120, -1.9997, 0.8960], [-0.1005, -0.6410, -0.9656], [0.8904, -1.2586, -1.7083], [0.9595, -0.9422, -3.0134], [0.0694, 0.0372, -3.5841], [0.1565, 0.3595, -4.9678], [-0.7124, 1.4052, -5.5493], [1.0577, -0.3975, -5.8384], [-0.8287, 0.6260, -2.8447], [-0.9314, 0.2953, -1.5745], [-2.0517, 0.8844, -0.7754], [-1.6181, 1.2460, 0.6838], [-2.8556, 1.3983, 1.5600], [-3.3757, 2.6986, 1.7900], [-4.5478, 2.9166, 2.5687], [-5.1349, 1.7886, 3.1879], [-4.6479, 0.5006, 2.9676], [-3.5229, 0.3200, 2.1679], [2.9593, -0.5947, 3.2005], [2.2545, -0.1292, 1.6073], [2.0846, -1.7617, 2.1835], [1.3173, -0.2746, 5.2219], [0.9646, -1.9481, 4.6334], [-0.3555, -0.8257, 4.8916], [-0.5631, 1.2327, 3.1703], [1.6184, -1.8739, -1.2092], [1.7493, -1.4188, -3.5676], [-0.6368, 2.3862, -5.1038], [-0.4576, 1.5132, -6.6066], [-1.7547, 1.0772, -5.4589], [0.8491, -0.1639, -6.8596], [0.9563, -1.4398, -5.6679], [2.1028, -0.1211, -5.6210], [-2.8580, 0.1471, -0.7900], [-2.4508, 1.8030, -1.2708], [-1.0682, 2.1899, 0.5915], [-2.8993, 3.5281, 1.2841], [-4.9923, 3.8692, 2.6693], [-6.0675, 1.9170, 3.7644], [-5.1889, -0.3210, 3.3761], [-3.1091, -0.6902, 1.9726]],
  "forces_ev_per_a": [[-0.7, 0.2, 0.3], [0.4, 0.3, -1.0], [0.0, 1.2, -0.6], [-0.2, -0.3, -1.8], [0.9, 0.1, 0.8], [-0.5, -1.6, 1.9], [0.4, 0.6, -0.1], [-0.4, 1.2, -0.3], [-0.4, 0.4, 0.6], [0.4, 0.4, -1.7], [1.6, -1.1, -2.1], [-0.3, 0.2, 1.5], [-0.1, -1.2, 0.0], [0.4, 1.4, 1.3], [-0.9, 0.9, -0.7], [0.2, -0.2, 0.7], [0.0, 0.7, 0.2], [0.0, -0.5, 0.2], [-0.8, 1.5, 0.8], [-0.9, -0.6, 0.2], [1.3, -2.6, -0.3], [-0.5, 0.8, -0.4], [0.5, 1.1, -0.5], [0.8, -0.6, -0.6], [-0.5, 0.1, -0.2], [-0.3, 0.0, 0.6], [0.0, -0.4, 0.0], [0.0, -0.4, 0.5], [0.2, -0.2, 0.0], [0.1, 0.1, 0.0], [-0.2, -0.5, 0.4], [0.0, -0.4, -0.1], [0.0, 0.2, -0.5], [0.3, 0.1, 0.5], [-0.1, -0.1, 0.2], [0.1, 0.2, -0.1], [-0.2, 0.1, -0.6], [-0.2, -1.1, 0.0], [-0.1, -0.1, -0.2], [-0.1, 0.0, 0.3], [0.4, -0.7, 0.3], [-0.4, 0.1, 0.2], [0.0, 0.1, 0.1], [-0.2, 0.9, 0.1], [0.6, 0.0, -0.2], [-0.1, -0.6, 0.3], [-0.4, 0.6, 0.3]],
  "nbo_charge": [-0.405, -0.444, -0.397, 0.105, -0.189, 0.524, -0.579, -0.274, -0.096, -0.328, 0.429, -0.417, -0.398, -0.396, -0.524, 0.364, -0.447, -0.250, -0.026, -0.206, -0.213, -0.213, -0.237, -0.155, 0.192, 0.208, 0.206, 0.184, 0.204, 0.211, 0.186, 0.230, 0.216, 0.206, 0.197, 0.203, 0.208, 0.199, 0.188, 0.226, 0.235, 0.219, 0.205, 0.213, 0.210, 0.215, 0.214],
  "spin_multiplicity": 1,
  "charge": 0,
  "fmax_ev_per_a": 2.95,
  "molar_mass_g_mol": 321.42,
  "orbital_gap_ev": 8.00,
  "de_lowest_kcal_mol": 74.7,
  "smiles": "CN(C)/C=C1\\C(=O)c2ccc(N(C)C)nc2C[C@H]1c1ccccc1"
}